# 1
93
Properties=species:S:1:pos:R:3 method="wB97M-V/def2-TZVPD" molar_mass_g_mol=905.84 largest_force_ev_per_a=0.855 total_charge=+2 gap_ev="5.86 / 5.97"
Os -0.79 -0.48 -0.18
C -3.91 -3.61 0.20
O -4.18 -3.29 1.56
C -3.97 -2.06 2.06
C -4.79 -1.67 3.10
C -4.70 -0.41 3.70
C -3.77 0.49 3.26
C -2.88 0.13 2.22
C -1.93 1.11 1.85
N -0.99 1.02 0.92
N -0.22 2.15 0.70
C 0.53 1.97 -0.36
O 0.54 0.85 -1.02
C 1.39 3.06 -0.84
C 1.58 4.20 -0.06
C 2.40 5.22 -0.52
C 3.03 5.10 -1.75
C 2.84 3.97 -2.53
C 2.02 2.94 -2.08
C -2.96 -1.17 1.63
O -2.05 -1.60 0.76
H -4.59 -4.42 -0.05
H -2.88 -3.95 0.08
H -4.10 -2.76 -0.45
H -5.54 -2.38 3.42
H -5.37 -0.14 4.50
H -3.70 1.47 3.71
H -1.94 2.06 2.38
H 1.09 4.28 0.90
H 2.55 6.10 0.09
H 3.67 5.89 -2.11
H 3.32 3.88 -3.49
H 1.87 2.06 -2.68
C 4.41 -1.64 0.98
C 3.24 -0.78 0.50
C 3.45 -0.44 -0.97
C 3.14 0.48 1.36
Sb 1.33 -1.84 0.70
C 1.24 -3.53 -0.68
C 0.82 -2.93 -2.02
C 0.20 -4.54 -0.21
C 2.61 -4.19 -0.79
C 0.95 -2.29 2.83
C -0.08 -3.40 2.94
C 2.25 -2.71 3.50
C 0.40 -1.02 3.47
H 5.32 -1.04 0.85
H 4.54 -2.54 0.39
H 4.35 -1.91 2.03
H 4.34 0.20 -1.05
H 2.61 0.10 -1.41
H 3.65 -1.34 -1.56
H 4.01 1.11 1.15
H 3.16 0.25 2.43
H 2.25 1.08 1.16
H -0.16 -2.44 -1.97
H 0.72 -3.74 -2.76
H 1.54 -2.21 -2.41
H -0.76 -4.07 0.02
H 0.53 -5.10 0.65
H 0.03 -5.25 -1.02
H 3.35 -3.52 -1.22
H 2.52 -5.05 -1.45
H 2.97 -4.55 0.17
H 0.31 -4.37 2.63
H -1.00 -3.20 2.38
H -0.36 -3.50 4.00
H 2.72 -3.57 3.03
H 2.02 -2.99 4.54
H 2.97 -1.90 3.55
H -0.53 -0.71 3.01
H 1.10 -0.19 3.44
H 0.19 -1.24 4.52
C -1.02 6.22 -2.36
C -1.25 4.75 -2.56
C -0.61 4.07 -3.59
C -0.80 2.71 -3.77
C -1.66 2.03 -2.91
C -2.34 2.70 -1.89
C -2.12 4.05 -1.72
S -1.90 0.33 -3.23
C -3.67 0.22 -3.41
O -1.73 -0.45 -1.87
H 0.00 6.49 -2.61
H -1.23 6.51 -1.33
H -1.68 6.79 -3.01
H 0.06 4.60 -4.25
H -0.28 2.18 -4.56
H -3.02 2.17 -1.24
H -2.62 4.57 -0.92
H -4.15 0.46 -2.46
H -3.92 -0.79 -3.73
H -3.96 0.94 -4.17


# 2
97
Properties=species:S:1:pos:R:3 method="wB97M-V/def2-TZVPD" molar_mass_g_mol=896.89 largest_force_ev_per_a=1.854 total_charge=+2 gap_ev="6.10 / 5.29"
Ru -0.26 0.92 0.67
O -1.30 2.44 -0.12
C -2.39 3.05 0.22
C -3.00 3.90 -0.74
C -4.16 4.56 -0.44
C -4.77 4.44 0.83
C -4.19 3.66 1.79
C -2.99 2.94 1.52
C -2.38 2.25 2.58
N -1.27 1.57 2.45
N -0.72 1.17 3.59
C 0.64 1.10 3.39
O 1.13 1.45 2.28
C 1.48 0.65 4.50
C 0.92 0.39 5.75
C 1.72 -0.06 6.78
C 3.08 -0.24 6.57
C 3.65 0.03 5.33
C 2.85 0.48 4.30
H -2.53 3.99 -1.71
H -4.62 5.18 -1.19
H -5.68 4.98 1.04
H -4.63 3.58 2.78
H -2.78 2.36 3.59
H -0.14 0.54 5.91
H 1.30 -0.25 7.76
H 3.71 -0.59 7.38
H 4.71 -0.09 5.18
H 3.28 0.73 3.33
O -3.85 -4.93 1.18
C -4.54 -3.71 1.08
C -3.53 -2.61 0.96
C -3.92 -1.31 0.66
C -2.97 -0.32 0.55
N -1.66 -0.55 0.73
C -1.27 -1.80 1.05
C -2.18 -2.84 1.17
C 0.17 -1.94 1.28
C 0.81 -3.11 1.66
C 2.18 -3.12 1.81
C 2.89 -4.41 2.12
O 2.83 -5.22 0.95
C 2.87 -1.94 1.56
C 2.18 -0.81 1.19
N 0.85 -0.80 1.06
H -4.48 -5.66 1.23
H -5.15 -3.52 1.96
H -5.20 -3.68 0.20
H -4.96 -1.06 0.50
H -3.25 0.69 0.31
H -1.85 -3.84 1.40
H 0.24 -4.01 1.82
H 2.37 -4.92 2.94
H 3.91 -4.22 2.45
H 3.71 -5.55 0.75
H 3.95 -1.89 1.66
H 2.68 0.13 1.01
C 3.09 3.27 -1.76
Si 1.54 2.96 -2.76
C 0.28 4.32 -2.53
C 1.87 2.60 -4.56
Sb 0.64 0.72 -1.83
Si -1.41 -0.13 -3.16
C -1.11 -0.03 -5.00
C -1.65 -1.91 -2.59
C -2.91 0.91 -2.76
Si 2.47 -1.02 -2.48
C 2.65 -1.03 -4.35
C 4.11 -0.51 -1.73
C 1.89 -2.70 -1.91
H 3.46 4.28 -1.92
H 3.88 2.57 -2.03
H 2.89 3.16 -0.69
H 0.75 5.27 -2.80
H -0.06 4.40 -1.50
H -0.58 4.18 -3.19
H 2.18 3.52 -5.07
H 0.96 2.24 -5.05
H 2.65 1.86 -4.69
H -0.11 -0.35 -5.31
H -1.26 0.99 -5.36
H -1.83 -0.66 -5.52
H -1.34 -2.61 -3.36
H -2.71 -2.10 -2.39
H -1.09 -2.14 -1.68
H -2.86 1.87 -3.27
H -3.03 1.10 -1.70
H -3.80 0.38 -3.12
H 3.50 -0.42 -4.66
H 1.77 -0.68 -4.88
H 2.85 -2.06 -4.68
H 4.55 0.30 -2.33
H 4.80 -1.35 -1.77
H 4.06 -0.17 -0.70
H 1.04 -3.04 -2.51
H 1.61 -2.76 -0.86
H 2.70 -3.42 -2.07


# 3
95
Properties=species:S:1:pos:R:3 method="wB97M-V/def2-TZVPD" molar_mass_g_mol=716.81 largest_force_ev_per_a=1.835 total_charge=+1 gap_ev=6.31
Y -0.71 -0.02 0.27
C 0.35 -4.42 -4.49
C -0.82 -3.46 -4.71
N -1.51 -3.16 -3.44
C -1.14 -2.15 -2.60
S -2.17 -1.74 -1.29
N -0.02 -1.60 -2.91
N 0.46 -0.49 -2.14
C 1.61 -0.18 -2.65
C 2.25 -0.97 -3.77
C 2.36 1.00 -2.19
C 3.70 0.86 -1.88
C 4.42 1.97 -1.46
C 3.80 3.21 -1.54
C 2.49 3.26 -1.95
N 1.75 2.17 -2.20
H 0.76 -4.82 -5.42
H -0.04 -5.24 -3.90
H 1.13 -3.88 -3.95
H -1.53 -3.89 -5.41
H -0.48 -2.53 -5.15
H -2.36 -3.65 -3.17
H 2.66 -1.89 -3.35
H 3.04 -0.38 -4.23
H 1.52 -1.31 -4.51
H 4.16 -0.11 -1.88
H 5.46 1.86 -1.16
H 4.34 4.13 -1.27
H 1.96 4.19 -2.09
C 2.73 -3.19 -0.86
C 1.99 -4.37 -0.80
C 0.82 -4.36 -0.04
C 0.40 -3.15 0.48
N 1.04 -2.01 0.27
C 2.22 -2.02 -0.34
C -0.71 -3.06 1.47
C -1.08 -4.17 2.20
C -1.93 -4.03 3.27
C -2.46 -2.80 3.55
C -2.11 -1.72 2.75
N -1.22 -1.83 1.77
C -2.80 -0.43 2.96
C -3.58 -0.18 4.06
C -4.33 0.97 4.18
C -4.25 1.91 3.19
C -3.42 1.60 2.11
N -2.69 0.48 1.98
H 3.73 -3.18 -1.29
H 2.35 -5.28 -1.23
H 0.23 -5.26 0.00
H 2.73 -1.06 -0.41
H -0.62 -5.10 1.97
H -2.17 -4.91 3.86
H -3.12 -2.69 4.41
H -3.62 -0.90 4.88
H -4.99 1.17 5.02
H -4.77 2.86 3.18
H -3.32 2.32 1.32
C -0.63 3.38 1.92
N 0.13 3.49 0.67
C 1.18 4.49 0.90
C -0.66 3.90 -0.50
C -2.04 3.25 -0.63
N -2.14 1.80 -0.94
C -1.51 1.62 -2.28
C -3.58 1.49 -1.18
H -1.38 4.15 2.04
H 0.02 3.44 2.77
H -1.12 2.41 1.94
H 0.74 5.41 1.26
H 1.72 4.67 -0.02
H 1.90 4.13 1.65
H -0.05 3.69 -1.39
H -0.88 4.97 -0.45
H -2.57 3.79 -1.44
H -2.61 3.50 0.28
H -1.90 2.37 -3.00
H -1.73 0.62 -2.65
H -0.41 1.72 -2.23
H -3.96 2.16 -1.98
H -4.19 1.62 -0.29
H -3.65 0.45 -1.50
C 3.37 0.46 2.92
C 1.93 -0.05 2.65
C 1.09 0.14 3.90
C 1.30 0.72 1.47
H 3.81 -0.05 3.79
H 3.36 1.54 3.17
H 4.03 0.34 2.04
H 2.06 -1.12 2.41
H 1.00 1.19 4.12
H 1.59 -0.31 4.78
H 0.07 -0.27 3.81
H 2.06 0.76 0.68
H 1.20 1.74 1.83